[1]
22
Properties=species:S:1:pos:R:3:forces:R:3 method="wB97M-V/def2-TZVPD" spin_multiplicity=1 orbital_gap_ha=0.264 smiles="C=C([P@@](C)(=O)[O-])[P@](=O)([O-])OCC" de_lowest_kj_mol=222.9 lumo_ev=6.0 e_homo_ev=-1.2 charge=-2
C -1.307648 2.996814 -0.759091 -0.698 -0.555 -0.065
C -0.681450 1.808189 -0.638109 -2.657 -1.067 -0.704
P -2.308918 0.305656 -0.691199 2.495 1.034 -0.874
C -1.505756 -0.901485 -1.886132 1.438 2.292 -0.589
O -2.539387 -0.321185 0.622405 0.685 -0.936 1.448
O -3.504798 0.961696 -1.265967 -0.489 0.762 -1.141
P 1.147907 1.601031 -0.827983 1.610 0.553 0.601
O 1.846481 2.688903 -0.015960 -0.896 -1.209 -0.053
O 1.638503 1.449266 -2.241639 -1.000 -0.371 0.507
O 1.513650 0.044344 -0.128051 -1.016 0.238 -1.390
C 1.321768 -0.200067 1.233743 -0.613 -0.525 0.785
C 2.341082 -1.274964 1.780823 -1.719 -1.705 -4.418
H -0.806413 3.945724 -0.788730 0.657 0.392 -0.024
H -2.435914 3.113116 -0.886859 1.465 -0.654 0.368
H -1.649364 -0.510639 -2.985351 0.001 -1.333 2.093
H -0.394299 -0.914501 -1.675106 -1.025 0.461 -0.281
H -1.784189 -1.870478 -1.541383 -0.941 -0.994 -0.598
H 1.434146 0.821656 1.604127 0.211 -0.340 1.378
H 0.327302 -0.642154 1.598461 0.624 1.058 -1.238
H 2.768884 -0.844041 2.583616 1.666 0.765 3.127
H 1.836838 -2.310040 1.940084 0.814 1.869 0.117
H 3.107146 -1.442046 0.965190 -0.612 0.265 0.949

***

[2]
5
Properties=species:S:1:pos:R:3:forces:R:3 method="wB97M-V/def2-TZVPD" spin_multiplicity=1 orbital_gap_ha=0.204 de_lowest_kj_mol=861.4 lumo_ev=-10.9 e_homo_ev=-16.4 charge=+1
Al 2.035840 2.254755 0.837598 -1.503 -0.174 6.434
C 1.733268 5.332539 1.909108 -1.244 7.684 12.347
O 1.508175 3.236175 2.458632 1.326 -3.373 -2.978
O 1.625399 6.083497 3.054682 1.153 -7.794 -12.168
O 1.738508 1.051332 2.854293 0.268 3.658 -3.634